Entry 1:
# C2H7NS2

2 unconnected molecules or ions with the total composition C2H7NS2 at a distorted geometry (ωB97M-V/def2-TZVPD, the Open Molecules 2025 dataset).

HOMO-LUMO gap (alpha / beta), eV: 8.5 / 4.8
Total charge: +1
Spin multiplicity: 2
LUMO (alpha / beta), eV: -5.22 / -8.65
HOMO (alpha / beta), eV: -13.74 / -13.50

Each atom is followed by the atoms it is bonded to, with distances in Å.
Element x y z (Å)
1 C 1.09954 -2.39186 1.36302  N2 1.263, H3 1.089, H4 1.100
2 N 1.94118 -2.39872 0.42183  C1 1.263, H5 1.027
3 H 1.07759 -3.21589 2.07536  C1 1.089
4 H 0.33065 -1.62987 1.55870  C1 1.100
5 H 2.04523 -1.44736 0.05019  N2 1.027
6 C -2.17412 1.49547 0.02503  S7 1.806, H9 1.089, H10 1.084, H11 1.094
7 S -0.37535 1.51154 0.18550  C6 1.806, S8 2.038
8 S 0.25668 0.06483 -1.10403  S7 2.038, H12 1.347
9 H -2.56714 2.14120 0.80910  C6 1.089
10 H -2.48187 1.73772 -0.98569  C6 1.084
11 H -2.49918 0.49126 0.31380  C6 1.094
12 H -0.58408 -0.98731 -1.10211  S8 1.347

Entry 2:
# C2H7NS2

2 unconnected molecules or ions with the total composition C2H7NS2 at a distorted geometry (ωB97M-V/def2-TZVPD, the Open Molecules 2025 dataset).

HOMO-LUMO gap (alpha / beta), eV: 9.3 / 5.3
Total charge: +1
Spin multiplicity: 2
LUMO (alpha / beta), eV: -4.48 / -7.85
HOMO (alpha / beta), eV: -13.82 / -13.18

Each atom is followed by the atoms it is bonded to, with distances in Å.
Element x y z (Å)
1 S -0.60256 2.11661 0.30973  S2 2.133, H3 1.389
2 S -0.09649 1.56777 -1.68812  S1 2.133, H4 1.393
3 H -1.72440 2.91630 0.13185  S1 1.389
4 H 1.14522 1.24535 -1.14501  S2 1.393
5 C 1.33131 -0.75503 0.62866  C6 1.333, H8 1.075, H9 1.064
6 C 0.28182 -1.18868 -0.07024  C5 1.333, N7 1.392, H10 1.247
7 N -1.01710 -0.77281 0.20801  C6 1.392, H11 1.065, H12 0.987
8 H 1.05691 0.08794 1.23740  C5 1.075
9 H 2.22834 -1.31849 0.72888  C5 1.064
10 H 0.45642 -1.98961 -1.00951  C6 1.247
11 H -1.83599 -0.86718 -0.46687  N7 1.065
12 H -1.22348 -1.04218 1.13522  N7 0.987

Entry 3:
# C2H7NS5

3 unconnected molecules or ions with the total composition C2H7NS5 at a distorted geometry (ωB97M-V/def2-TZVPD, the Open Molecules 2025 dataset).

HOMO-LUMO gap, eV: 8.6
SMILES string: S/C=N\S.S=CS.S
Total charge: 0
LUMO, eV: -0.07
HOMO, eV: -8.68

Each atom is followed by the atoms it is bonded to, with distances in Å.
Element x y z (Å)
1 S 2.83992 -1.28242 0.63378  C2 1.789, H5 1.430
2 C 1.09666 -1.54772 0.93441  S1 1.789, N3 1.297, H6 1.112
3 N 0.17424 -1.92122 0.10220  C2 1.297, S4 1.708
4 S 0.62342 -2.66985 -1.36613  N3 1.708, H7 1.332
5 H 2.98396 -0.38150 1.73467  S1 1.430
6 H 0.85969 -1.11240 1.93034  C2 1.112
7 H -0.58563 -2.52572 -1.90564  S4 1.332
8 S -2.07466 1.42446 -0.89296  C9 1.580
9 C -2.26560 -0.06142 -0.39217  S8 1.580, S10 1.744, H11 1.140
10 S -3.29829 -0.87286 0.75487  C9 1.744, H12 1.295
11 H -1.70596 -0.86586 -0.97440  C9 1.140
12 H -3.06161 -2.14566 0.76763  S10 1.295
13 S 1.46399 4.77179 -1.95231  H14 1.306, H15 1.301
14 H 1.82606 3.80984 -1.14640  S13 1.306
15 H 2.50459 4.45181 -2.66435  S13 1.301

Entry 4:
# C2H7O

2 unconnected molecules or ions with the total composition C2H7O (ωB97M-V/def2-TZVPD, the Open Molecules 2025 dataset).

HOMO-LUMO gap, eV: 5.7
Total charge: -1
LUMO, eV: 3.82
HOMO, eV: -1.89

Each atom is followed by the atoms it is bonded to, with distances in Å.
Element x y z (Å)
1 O 2.62617 0.93420 2.31043  H2 0.970
2 H 2.60640 0.10037 1.81474  O1 0.970
3 C -0.09533 0.23731 -0.12414  C4 1.540, H5 1.088, H6 1.090, H7 1.096
4 C -1.19724 -0.49800 -0.90847  C3 1.540, H8 1.100, H9 1.096, H10 1.094
5 H 0.73836 0.51414 -0.76530  C3 1.088
6 H -0.52669 1.13472 0.31818  C3 1.090
7 H 0.34382 -0.36165 0.68150  C3 1.096
8 H -1.87165 0.22049 -1.39651  C4 1.100
9 H -1.79768 -1.12024 -0.23521  C4 1.096
10 H -0.82616 -1.16136 -1.69522  C4 1.094

The lowest total charge belongs to which entry?
C2H7O